<P>
# C24H68N6O7

7 unconnected molecules or ions with the total composition C24H68N6O7 (ωB97M-V/def2-TZVPD, OMol25).

Its highest occupied orbital energy is -8.560 eV. As for the HOMO-LUMO gap: 9.2 eV.

```
105
Properties=species:S:1:pos:R:3:mulliken_charge:R:1
C -2.280 -1.087 -1.699 -1.021
O -1.593 -1.674 -2.811 -0.098
C -2.411 -2.537 -3.587 -0.813
C -1.568 -3.184 -4.742 0.654
C -0.965 -2.259 -5.777 -1.267
N -2.330 -4.183 -5.430 -0.640
H -2.506 -1.814 -0.937 0.440
H -3.222 -0.647 -1.931 0.554
H -1.761 -0.273 -1.243 0.006
H -2.790 -3.368 -2.953 0.321
H -3.249 -2.005 -4.081 0.222
H -0.732 -3.729 -4.263 0.242
H -1.763 -2.031 -6.517 0.424
H -0.268 -2.860 -6.294 0.329
H -0.546 -1.342 -5.352 0.142
H -2.685 -3.908 -6.301 0.210
H -1.916 -5.051 -5.566 0.228
C -4.891 5.215 1.825 -0.872
O -3.575 4.651 1.862 -0.292
C -3.166 4.071 0.605 -1.081
C -1.714 3.578 0.705 1.568
C -0.636 4.614 0.560 -1.748
N -1.529 2.427 -0.136 -0.176
H -5.273 5.490 2.814 0.277
H -5.636 4.544 1.326 0.315
H -4.938 6.189 1.301 0.308
H -3.887 3.221 0.431 0.262
H -3.326 4.805 -0.182 0.638
H -1.572 3.245 1.724 -0.591
H -0.578 5.029 -0.437 0.451
H 0.311 4.214 0.764 0.356
H -0.870 5.458 1.265 0.335
H -1.305 2.759 -1.079 0.211
H -0.767 1.856 0.181 0.121
C 5.060 1.296 -3.973 -0.708
O 3.743 0.904 -4.113 -0.343
C 3.371 -0.148 -3.153 -0.157
C 1.932 -0.543 -3.459 0.306
C 1.026 0.609 -3.223 -0.916
N 1.559 -1.805 -2.640 -0.275
H 5.710 0.439 -4.276 0.284
H 5.361 1.661 -2.969 0.213
H 5.153 2.068 -4.712 0.289
H 4.094 -1.008 -3.330 0.410
H 3.574 0.162 -2.136 -0.120
H 1.991 -0.903 -4.480 0.201
H -0.038 0.349 -3.280 0.222
H 1.177 1.453 -3.957 0.391
H 1.286 1.028 -2.228 0.061
H 0.535 -1.947 -2.562 0.297
H 1.860 -1.652 -1.678 -0.074
C 4.958 -2.202 0.518 -0.683
O 4.576 -0.891 0.181 -0.108
C 4.404 -0.035 1.288 -0.746
C 3.694 1.250 0.876 0.868
C 3.683 2.310 2.047 -1.810
N 2.336 1.019 0.292 -0.024
H 5.910 -2.138 1.038 0.378
H 5.132 -2.705 -0.403 0.237
H 4.194 -2.725 1.104 0.087
H 3.805 -0.546 1.996 0.226
H 5.371 0.159 1.784 0.428
H 4.227 1.744 -0.005 -0.020
H 4.750 2.480 2.262 0.496
H 3.078 1.887 2.810 0.381
H 3.313 3.280 1.764 0.385
H 2.157 0.018 0.266 -0.164
H 1.636 1.502 0.909 0.010
C -1.952 2.644 4.664 -0.787
O -2.500 1.521 4.025 -0.469
C -3.745 1.726 3.430 0.298
C -4.194 0.430 2.781 0.146
C -4.228 -0.766 3.704 -1.615
N -3.324 0.097 1.672 -0.166
H -2.354 2.928 5.651 0.312
H -1.995 3.554 4.017 0.229
H -0.904 2.333 4.811 0.231
H -4.539 2.144 4.075 0.571
H -3.638 2.486 2.561 -0.378
H -5.232 0.707 2.474 0.305
H -4.853 -0.478 4.585 0.402
H -3.244 -1.004 4.070 0.321
H -4.620 -1.592 3.131 0.393
H -2.546 -0.482 1.806 -0.048
H -3.238 0.869 0.994 0.111
C 2.023 -4.435 -0.560 -0.979
O 1.661 -3.355 0.302 0.081
C 1.490 -3.661 1.617 -1.190
C 1.090 -2.407 2.315 1.579
C 0.852 -2.678 3.813 -1.544
N -0.101 -1.791 1.672 -0.204
H 1.355 -5.303 -0.331 0.318
H 3.025 -4.779 -0.312 0.330
H 2.086 -4.136 -1.598 0.257
H 0.657 -4.420 1.726 0.415
H 2.374 -4.052 2.179 0.334
H 1.869 -1.641 2.146 -0.920
H 0.743 -1.751 4.381 0.299
H 1.778 -3.184 4.124 0.457
H -0.052 -3.284 3.841 0.412
H 0.032 -1.810 0.656 -0.156
H -0.911 -2.376 1.850 0.336
O -0.226 0.973 2.355 -0.450
H -1.061 1.096 2.847 0.368
H -0.260 0.089 1.924 0.365
```

=====

<Q>
# C24H68N6O7

A molecular structure, C24H68N6O7 (ωB97M-V/def2-TZVPD, OMol25).

Its highest occupied orbital energy is -7.014 eV. As for the HOMO-LUMO gap: 7.4 eV.

```
105
Properties=species:S:1:pos:R:3:mulliken_charge:R:1
C -10.944 -6.685 16.351 -1.376
C -11.529 -7.773 15.384 0.313
C -10.951 -7.507 13.920 -0.724
O -11.465 -6.324 13.337 -0.412
C -11.213 -6.199 11.962 -0.551
N -11.054 -9.016 16.003 -0.746
H -11.369 -6.629 17.353 0.392
H -11.137 -5.733 15.857 0.327
H -9.858 -6.596 16.360 0.370
H -12.613 -7.750 15.493 0.409
H -11.014 -8.343 13.224 0.358
H -9.870 -7.599 14.017 0.158
H -10.195 -6.541 11.773 0.733
H -11.531 -5.332 11.383 0.633
H -11.801 -6.866 11.331 -0.505
H -11.721 -9.118 16.754 0.309
H -10.167 -8.847 16.454 0.328
C -7.481 -4.409 10.610 -1.688
C -8.272 -5.466 9.850 1.151
C -7.363 -6.250 8.788 -1.188
O -8.180 -6.924 7.837 0.118
C -7.479 -7.816 6.973 -1.255
N -8.856 -6.333 10.778 -0.464
H -7.127 -3.600 9.971 0.289
H -6.588 -4.704 11.161 0.347
H -8.228 -3.948 11.256 0.428
H -9.088 -5.053 9.257 -0.280
H -6.585 -6.829 9.285 0.552
H -6.669 -5.587 8.271 0.464
H -6.811 -7.227 6.344 0.328
H -8.138 -8.410 6.338 0.460
H -6.973 -8.505 7.649 0.321
H -9.007 -7.129 10.176 0.697
H -8.294 -6.795 11.478 0.346
C -10.707 -8.244 7.005 -1.991
C -10.995 -6.763 7.465 0.495
C -11.133 -6.581 9.006 -1.701
O -12.380 -7.236 9.109 -0.096
C -12.797 -7.676 10.354 -0.918
N -9.893 -6.010 6.926 -0.303
H -11.622 -8.831 7.078 0.466
H -9.859 -8.778 7.434 0.137
H -10.499 -8.157 5.938 0.718
H -11.921 -6.430 6.995 -0.853
H -11.297 -5.531 9.249 0.363
H -10.345 -7.104 9.548 1.024
H -12.983 -6.872 11.065 0.524
H -12.236 -8.476 10.838 0.284
H -13.830 -8.014 10.277 0.443
H -8.987 -6.211 7.324 1.575
H -9.998 -5.045 7.205 -1.056
C -9.660 -4.363 6.045 -1.118
C -8.556 -3.373 6.201 -0.402
C -8.827 -1.834 6.533 -1.283
O -7.658 -0.988 6.405 -0.395
C -7.898 0.399 6.544 -0.789
N -7.632 -3.761 7.190 -0.446
H -10.367 -4.212 6.862 1.947
H -9.311 -5.396 6.057 -0.117
H -10.008 -4.240 5.020 0.571
H -8.002 -3.421 5.264 0.489
H -9.418 -1.762 7.446 0.446
H -9.452 -1.624 5.664 0.662
H -8.260 0.732 7.517 0.312
H -8.791 0.608 5.954 0.319
H -7.093 1.002 6.125 0.275
H -8.174 -4.277 7.868 -0.358
H -7.481 -2.914 7.718 0.243
C -14.523 -5.755 5.402 -1.826
C -13.132 -5.758 6.001 -0.104
C -12.076 -4.676 5.489 0.940
O -12.835 -3.424 5.474 -0.574
C -12.007 -2.320 5.094 -0.828
N -13.312 -5.485 7.398 -0.090
H -15.127 -6.653 5.529 0.497
H -14.362 -5.788 4.325 0.430
H -15.109 -4.852 5.575 0.306
H -12.775 -6.767 5.793 0.330
H -11.701 -4.932 4.498 0.965
H -11.166 -4.582 6.081 -0.356
H -11.454 -2.369 4.156 0.225
H -11.290 -2.266 5.913 0.172
H -12.420 -1.313 5.029 0.513
H -13.491 -4.493 7.464 0.477
H -12.404 -5.617 7.820 -0.198
C -9.976 -5.438 3.704 -0.204
C -9.909 -7.019 3.964 0.817
C -9.241 -7.877 2.935 -0.675
O -9.719 -7.453 1.718 -0.391
C -11.094 -7.804 1.397 -0.603
N -9.208 -7.189 5.213 -0.071
H -10.809 -5.262 3.023 0.054
H -9.092 -5.059 3.191 0.310
H -10.209 -4.778 4.539 -1.650
H -10.909 -7.392 4.185 0.126
H -9.370 -8.948 3.089 0.363
H -8.171 -7.688 3.016 0.410
H -11.200 -8.865 1.171 0.327
H -11.207 -7.431 0.379 0.224
H -11.734 -7.494 2.223 0.232
H -9.773 -6.804 5.957 -0.943
H -9.002 -8.146 5.462 0.454
O -13.925 -7.501 7.597 -0.925
H -14.160 -6.573 7.582 0.481
H -13.071 -7.526 8.029 0.674
```

=====

Sorted by energy, starting with the most stable: <P>, <Q>.

=====

<P>
# C10H11NOS

2 unconnected molecules or ions with the total composition C10H11NOS (ωB97M-V/def2-TZVPD, OMol25).

Its highest occupied orbital energy is -7.942 eV. As for the HOMO-LUMO gap: 7.8 eV.

```
24
Properties=species:S:1:pos:R:3:mulliken_charge:R:1
C -0.210 0.099 1.289 -0.244
C -0.400 -0.993 3.274 -0.393
C -0.060 -1.137 1.976 0.067
C -0.681 1.127 2.125 0.385
C -0.944 2.748 -0.506 -0.204
C -0.982 2.470 1.724 0.254
C -0.286 2.942 -1.879 0.537
C 0.069 3.898 -2.863 -1.209
C -0.352 -2.692 -0.114 -1.065
C 0.453 -2.280 1.079 -0.531
N -0.344 1.732 -1.489 -0.535
O -1.233 3.440 2.357 -0.473
S -0.924 0.581 3.801 -0.112
H -0.183 0.182 0.122 0.317
H -0.441 -1.732 4.019 0.497
H -2.030 2.825 -0.595 0.159
H -0.235 4.916 -2.670 0.303
H -0.306 3.695 -3.775 0.408
H 1.122 3.774 -3.124 0.301
H -0.663 -1.860 -0.613 0.355
H -1.215 -3.361 0.024 0.298
H 0.254 -3.332 -0.806 0.288
H 1.379 -1.912 0.709 0.316
H 0.859 -3.268 1.626 0.281
```

=====

<Q>
# C10H11NOS

A single C10H11NOS molecule (ωB97M-V/def2-TZVPD, OMol25).

Its highest occupied orbital energy is -8.906 eV. As for the HOMO-LUMO gap: 9.7 eV.

```
24
Properties=species:S:1:pos:R:3:mulliken_charge:R:1
C 1.580 1.029 -0.859 -0.580
C 1.574 -0.839 0.591 -0.538
C 0.484 0.504 -1.514 -0.367
C 0.546 -1.466 -0.097 -0.349
C 2.045 0.435 0.278 0.867
C 0.008 -0.782 -1.225 0.174
C -2.784 0.313 -0.413 -0.063
C -3.609 -1.793 -0.409 -0.373
C -2.482 -0.866 -1.265 0.025
C 3.112 1.197 1.003 -1.539
N -2.590 -1.029 0.221 -0.361
O -1.234 -2.980 -2.133 -0.590
S -1.279 -1.568 -2.334 0.334
H 1.841 2.001 -1.262 0.329
H 2.079 -1.280 1.574 0.159
H -0.009 0.977 -2.446 0.235
H 0.106 -2.405 -0.011 0.566
H -1.924 1.094 -0.306 0.243
H -3.897 0.768 -0.402 0.206
H -4.604 -1.442 -0.465 0.294
H -3.464 -2.952 -0.424 0.247
H 3.801 0.697 1.771 0.320
H 3.778 1.798 0.467 0.384
H 2.549 1.843 1.572 0.378
```

=====

<R>
# C10H11NOS

A single C10H11NOS molecule (ωB97M-V/def2-TZVPD, OMol25).

Its highest occupied orbital energy (alpha / beta) is -7.496 / -7.380 eV. As for the HOMO-LUMO gap (alpha / beta): 6.6 / 6.4 eV.

```
24
Properties=species:S:1:pos:R:3:mulliken_charge:R:1
C 2.854 1.353 0.616 -0.638
C 2.983 -0.017 0.428 -0.528
C 1.555 1.860 0.515 -0.517
C 1.991 -0.843 -0.021 -0.481
C 0.499 1.044 0.136 0.224
C 0.660 -0.375 -0.173 0.820
C -0.867 1.567 -0.095 0.195
C -1.847 0.498 0.158 0.957
C -2.801 0.261 -0.923 -1.249
C -0.554 -2.479 -0.563 -1.030
N -0.351 -1.076 -0.645 -0.333
O -1.143 2.719 -0.363 -0.606
S -2.113 0.447 1.827 -0.247
H 3.761 1.840 1.033 0.295
H 4.040 -0.276 0.715 0.253
H 1.361 2.833 0.781 0.495
H 1.970 -1.912 -0.364 0.134
H -3.767 -0.109 -0.636 0.379
H -2.458 -0.466 -1.602 0.330
H -3.003 1.187 -1.458 0.328
H -1.391 -2.623 -1.230 0.270
H 0.350 -2.932 -0.913 0.408
H -0.824 -2.763 0.411 0.353
H -0.902 0.261 2.368 0.184
```

=====

Sorted by energy, starting with the most stable: <R>, <Q>, <P>.

=====

<P>
# CHO5S

A gas-phase ion, CHO5S (charge -1) (ωB97M-V/def2-TZVPD, OMol25).

Its highest occupied orbital energy (alpha / beta) is -5.504 / -5.506 eV. Its net charge is -1. As for the HOMO-LUMO gap (alpha / beta): 9.2 / 9.2 eV.

```
8
Properties=species:S:1:pos:R:3:mulliken_charge:R:1
C 0.363 0.605 -0.084 -0.088
O -0.872 2.807 1.094 -0.635
O -2.132 1.724 -0.598 -0.605
O -1.478 0.467 1.462 -0.594
O 1.385 0.859 0.596 0.106
O 2.571 0.170 0.609 -0.661
S -1.273 1.509 0.504 1.109
H 0.447 -0.240 -0.778 0.368
```

=====

<Q>
# CHO5S

A gas-phase ion, CHO5S (charge -1) (ωB97M-V/def2-TZVPD, OMol25).

Its highest occupied orbital energy is -5.204 eV. Its net charge is -1. As for the HOMO-LUMO gap: 9.3 eV.

```
8
Properties=species:S:1:pos:R:3:mulliken_charge:R:1
O 0.617 -1.393 0.985 -0.628
S 0.613 -0.731 -0.281 1.113
O -0.032 -1.391 -1.430 -0.667
O 1.870 -0.076 -0.625 -0.707
C -0.406 0.770 0.094 0.074
O -1.748 0.512 0.242 -0.289
O -0.947 0.695 1.392 -0.270
H 0.032 1.614 -0.376 0.375
```

=====

Sorted by energy, starting with the most stable: <Q>, <P>.